Entry 1:
{"formula": "C3H6N2O3", "method": "ωB97M-V/def2-TZVPD", "orbital_gap_ev": [7.8, 7.8], "relative_energy_kcal_mol": 114.99, "multiplicity": 1, "homo_energy_ev": [-7.89, -7.89], "species": ["O", "C", "H", "O", "N", "H", "H", "H", "C", "H", "C", "O", "N", "H"], "coordinates": [[0.532, 1.940, -1.342], [0.022, -0.688, -1.010], [0.974, -0.828, 1.864], [1.285, -0.974, -1.394], [-0.682, 0.295, 1.441], [-1.671, 0.203, 1.173], [1.258, -1.693, -2.053], [-0.691, -1.545, 2.374], [-0.215, 1.127, -0.553], [1.426, 1.965, -0.975], [-0.102, -0.804, 1.856], [-0.934, -1.359, -1.305], [0.066, 1.191, 0.786], [-1.268, 1.171, -0.861]], "lowdin_charge": [0.031, -0.433, 0.094, 0.068, -0.099, 0.162, 0.120, 0.084, -0.385, 0.111, 0.082, 0.052, -0.027, 0.140]}

---

Entry 2:
{"formula": "C3H6N2O3", "method": "ωB97M-V/def2-TZVPD", "orbital_gap_ev": 9.8, "relative_energy_kcal_mol": 191.92, "multiplicity": 1, "homo_energy_ev": -9.50, "species": ["O", "N", "O", "H", "C", "N", "H", "H", "H", "C", "C", "H", "O", "H"], "coordinates": [[0.371, -1.718, -0.876], [-1.055, 0.365, 0.886], [1.208, 1.666, -1.721], [1.759, 2.272, -2.361], [0.079, -1.886, 0.514], [0.367, 2.507, -0.989], [0.750, -1.922, 1.431], [0.445, -0.698, -0.960], [-0.856, 2.243, 0.739], [-0.224, 1.876, -0.011], [-1.111, -0.953, 0.966], [-1.866, -1.320, 1.494], [0.408, 0.633, 0.389], [-0.274, -3.065, 0.499]], "lowdin_charge": [-0.091, 0.092, -0.103, 0.155, -0.236, -0.003, 0.128, 0.098, 0.098, -0.214, -0.034, 0.065, -0.114, 0.160]}

---

Entry 3:
{"formula": "C3H6N2O3", "method": "ωB97M-V/def2-TZVPD", "smiles": "C=NOCONC=O", "orbital_gap_ev": 10.2, "relative_energy_kcal_mol": 155.87, "multiplicity": 1, "homo_energy_ev": -9.42, "species": ["N", "C", "H", "H", "C", "O", "H", "H", "O", "H", "O", "C", "N", "H"], "coordinates": [[-1.784, -0.193, 0.392], [2.346, -0.643, -0.046], [2.163, -1.050, -1.118], [-1.540, -2.218, 0.576], [-0.290, 1.658, -0.095], [-0.199, -1.551, -0.716], [-0.365, 1.881, 0.987], [-2.802, 0.046, 0.479], [-1.350, 0.851, -0.557], [-0.177, 2.631, -0.545], [0.886, 0.919, -0.570], [-1.146, -1.378, 0.041], [1.633, 0.330, 0.511], [2.624, -1.284, 0.662]], "lowdin_charge": [0.078, -0.009, 0.117, 0.117, -0.194, 0.026, 0.132, 0.169, -0.110, 0.120, -0.178, -0.297, 0.019, 0.009]}

---

Entry 4:
{"formula": "C3H6N2O3", "method": "ωB97M-V/def2-TZVPD", "s_squared": 2.0159, "orbital_gap_ev": [7.8, 8.1], "relative_energy_kcal_mol": 77.86, "multiplicity": 3, "homo_energy_ev": [-7.62, -11.25], "species": ["O", "H", "O", "H", "H", "N", "N", "C", "H", "O", "H", "C", "H", "C"], "coordinates": [[-2.501, 1.322, -0.123], [-0.596, -2.142, -0.722], [0.396, -1.984, -0.485], [1.182, 1.358, -1.369], [1.583, 0.178, 1.484], [-0.740, 0.082, -0.612], [-1.904, 0.295, -0.097], [0.971, 1.285, -0.248], [2.282, -0.285, -0.070], [-2.419, -0.741, 0.337], [-0.471, -0.889, 1.060], [1.408, 0.096, 0.429], [0.649, 2.234, 0.192], [0.161, -0.810, 0.225]], "lowdin_charge": [0.132, 0.151, 0.028, 0.103, 0.111, 0.177, -0.507, -0.044, 0.117, 0.079, 0.120, -0.176, 0.072, -0.362]}

---

Entry 5:
{"formula": "C3H6N2OS", "method": "ωB97M-V/def2-TZVPD", "orbital_gap_ev": 8.2, "relative_energy_kcal_mol": 90.13, "multiplicity": 1, "homo_energy_ev": -7.63, "species": ["N", "N", "C", "H", "C", "H", "S", "H", "H", "H", "H", "C", "O"], "coordinates": [[-0.942, -1.565, 0.076], [0.319, 0.603, -0.512], [0.512, -1.747, -0.266], [-0.727, 2.424, -0.224], [-1.410, -0.351, 0.104], [-1.681, -2.223, -0.039], [1.421, -0.340, 0.285], [0.429, -1.958, -1.388], [0.891, 2.524, -0.205], [0.175, 2.024, 1.242], [0.676, -2.704, 0.307], [0.121, 1.933, 0.081], [-2.384, 0.270, 0.345]], "lowdin_charge": [0.000, -0.446, -0.477, 0.041, -0.358, 0.150, 0.847, 0.110, 0.021, 0.107, 0.098, -0.231, 0.139]}

---

Entry 6:
{"formula": "C3H6N2OS", "method": "ωB97M-V/def2-TZVPD", "smiles": "[H]/N=C1\\NS[C@H](C)O1", "orbital_gap_ev": 8.9, "relative_energy_kcal_mol": 81.93, "multiplicity": 1, "homo_energy_ev": -8.67, "species": ["C", "H", "H", "H", "H", "O", "H", "S", "C", "N", "N", "C", "H"], "coordinates": [[-1.198, -0.251, 0.028], [-0.537, -1.383, 1.927], [2.896, -0.367, -1.420], [0.985, 1.821, -1.659], [0.097, 0.193, 1.888], [-0.189, -0.841, -0.724], [-2.290, -0.551, -0.143], [-0.977, 1.691, -0.408], [-0.813, -0.425, 1.461], [0.682, 1.179, -0.775], [2.050, -0.937, -1.122], [1.016, -0.180, -1.010], [-1.722, 0.052, 1.957]], "lowdin_charge": [-0.526, 0.082, 0.079, 0.145, 0.115, -0.105, 0.139, 0.827, -0.143, -0.314, 0.138, -0.528, 0.088]}

---

Entry 7:
{"formula": "C3H6N2OS", "method": "ωB97M-V/def2-TZVPD", "smiles": "C=NNCC(=O)S", "orbital_gap_ev": 9.0, "relative_energy_kcal_mol": 127.50, "multiplicity": 1, "homo_energy_ev": -8.88, "species": ["H", "H", "N", "O", "C", "C", "H", "H", "C", "N", "H", "S", "H"], "coordinates": [[2.788, 1.064, -1.520], [-1.079, -2.040, -0.182], [0.896, -0.060, -0.912], [-2.534, -0.578, -1.170], [2.112, 0.633, -0.666], [-0.823, -1.106, 0.438], [2.657, 0.923, 0.250], [1.171, -0.377, 1.077], [-1.776, -0.147, -0.323], [0.409, -0.249, 0.378], [-0.837, 1.272, 1.228], [-1.644, 1.594, -0.098], [-1.339, -0.926, 1.499]], "lowdin_charge": [0.077, 0.144, 0.006, -0.025, -0.028, -0.158, 0.053, 0.127, -0.878, -0.265, 0.026, 0.766, 0.155]}

---

Entry 8:
{"formula": "C3H6N2OS", "method": "ωB97M-V/def2-TZVPD", "smiles": "[H]/N=C(/NC=O)SC", "orbital_gap_ev": 9.9, "relative_energy_kcal_mol": 71.71, "multiplicity": 1, "homo_energy_ev": -9.54, "species": ["H", "N", "S", "C", "C", "H", "H", "H", "H", "C", "H", "N", "O"], "coordinates": [[-0.273, -2.119, -2.642], [0.000, 1.541, 0.541], [-0.189, 0.182, -1.661], [-0.047, 0.317, -0.006], [0.731, 1.793, 1.685], [-1.507, -1.838, -1.060], [-0.451, 2.426, 0.032], [1.141, 0.779, 2.215], [0.049, -1.475, 0.371], [-0.511, -1.716, -1.444], [0.397, -2.218, -1.005], [-0.113, -0.609, 0.801], [0.772, 2.937, 2.174]], "lowdin_charge": [0.116, 0.008, 0.926, -0.952, -0.302, 0.034, 0.212, 0.173, -0.018, -0.329, 0.051, 0.096, -0.015]}

---

Entry 9:
{"formula": "C3H6N2OS", "method": "ωB97M-V/def2-TZVPD", "smiles": "ONC(=S)N1CC1", "orbital_gap_ev": 9.1, "relative_energy_kcal_mol": 126.10, "multiplicity": 1, "homo_energy_ev": -8.68, "species": ["N", "H", "H", "H", "H", "H", "C", "N", "C", "O", "C", "S", "H"], "coordinates": [[-0.457, -0.549, -0.196], [3.048, 0.701, 0.108], [-2.273, -1.228, 0.803], [-1.755, 0.304, 1.821], [-1.284, 1.408, -0.692], [-2.098, 0.005, -1.535], [-1.764, -0.239, 0.701], [1.753, -0.725, 0.131], [0.767, 0.117, -0.031], [3.041, -0.325, -0.041], [-1.563, 0.303, -0.716], [0.794, 1.887, 0.096], [1.791, -1.659, -0.448]], "lowdin_charge": [-0.094, 0.098, 0.085, 0.164, 0.032, 0.067, -0.056, -0.068, -0.754, -0.071, -0.196, 0.572, 0.221]}

---

Entry 10:
{"formula": "C3H6N2OS", "method": "ωB97M-V/def2-TZVPD", "smiles": "O=C1NCCN1S", "orbital_gap_ev": 10.0, "relative_energy_kcal_mol": 46.29, "multiplicity": 1, "homo_energy_ev": -9.26, "species": ["H", "H", "C", "H", "H", "C", "H", "N", "O", "C", "S", "H", "N"], "coordinates": [[2.494, -1.532, 0.657], [2.020, 0.505, 0.519], [1.551, -1.426, -0.001], [2.012, 0.290, -1.212], [-0.194, -2.137, 1.527], [-0.539, -0.514, 0.738], [1.353, -2.070, -0.909], [-0.004, 0.332, -0.344], [-1.615, -0.430, 1.278], [1.449, -0.002, -0.308], [-0.711, 1.629, -1.069], [-0.527, 2.493, 0.079], [0.345, -1.548, 0.865]], "lowdin_charge": [0.148, 0.128, -0.168, 0.122, 0.169, -0.578, 0.137, -0.520, 0.061, -0.254, 0.775, -0.072, 0.053]}

---

Entry 11:
{"formula": "C3H6N2OS", "method": "ωB97M-V/def2-TZVPD", "smiles": "ON1CCNC1=S", "orbital_gap_ev": 9.4, "relative_energy_kcal_mol": 85.85, "multiplicity": 1, "homo_energy_ev": -8.93, "species": ["H", "O", "N", "H", "H", "H", "C", "C", "H", "S", "H", "C", "N"], "coordinates": [[-0.119, -2.293, -0.232], [0.056, 2.048, -0.024], [0.328, -1.458, -0.008], [2.273, -1.609, 0.847], [-0.815, 1.867, 0.352], [2.107, -1.360, -1.013], [1.670, -1.081, -0.054], [1.788, 0.377, 0.300], [2.673, 0.695, -0.261], [-2.057, -0.301, 0.078], [1.738, 0.732, 1.418], [-0.399, -0.213, -0.112], [0.564, 0.872, -0.416]], "lowdin_charge": [0.101, -0.035, -0.014, 0.160, 0.043, 0.118, -0.255, -0.127, 0.118, 0.632, 0.166, -0.741, -0.164]}

---

Entry 12:
{"formula": "C3H6N2OS2", "method": "ωB97M-V/def2-TZVPD", "orbital_gap_ev": 8.6, "relative_energy_kcal_mol": 116.84, "multiplicity": 1, "homo_energy_ev": -8.48, "species": ["N", "H", "H", "C", "S", "N", "O", "H", "C", "H", "H", "S", "H", "C"], "coordinates": [[-0.250, -1.241, -0.626], [1.028, -0.363, 1.729], [2.546, 0.166, 0.823], [1.610, -0.316, 0.700], [-3.057, -0.529, -0.152], [-1.663, 0.606, -0.055], [1.658, 1.550, -0.784], [0.468, 1.225, 1.053], [0.771, 0.743, 0.148], [-3.885, 0.550, 0.059], [-1.172, -1.759, -0.366], [1.289, -1.829, -0.319], [1.190, 1.065, -1.859], [-0.533, 0.131, -0.353]], "lowdin_charge": [-0.380, 0.136, 0.085, -0.403, 0.697, -0.253, -0.135, 0.125, -0.428, -0.122, 0.052, 0.881, 0.269, -0.522]}

---

Entry 13:
{"formula": "C3H6N2OS2", "method": "ωB97M-V/def2-TZVPD", "orbital_gap_ev": [8.8, 4.5], "relative_energy_kcal_mol": 159.80, "multiplicity": 1, "homo_energy_ev": [-9.15, -7.00], "species": ["S", "C", "C", "N", "H", "H", "H", "H", "H", "C", "O", "S", "H", "N"], "coordinates": [[3.795, 0.413, -0.031], [-2.027, 1.463, 0.081], [0.603, -1.669, 0.146], [1.900, -1.021, -0.059], [-2.097, 2.292, 0.778], [-3.011, 1.215, -0.311], [-0.656, -0.495, -1.207], [0.648, -2.549, -0.503], [-1.326, 1.713, -0.709], [-0.519, -0.793, -0.179], [1.337, 1.160, -0.127], [-1.351, 0.058, 1.010], [0.578, -2.001, 1.189], [2.127, 0.215, -0.077]], "lowdin_charge": [0.695, -0.351, -0.277, -0.016, 0.037, 0.038, 0.079, 0.118, 0.037, -0.463, -0.108, 0.918, 0.114, -0.822]}

---

Entry 14:
{"formula": "C3H6N2OS2", "method": "ωB97M-V/def2-TZVPD", "smiles": "O=C(CS)N/C=N\\S", "orbital_gap_ev": 9.7, "relative_energy_kcal_mol": 39.59, "multiplicity": 1, "homo_energy_ev": -9.19, "species": ["O", "H", "H", "H", "C", "H", "S", "N", "C", "C", "N", "H", "H", "S"], "coordinates": [[2.307, 0.097, 1.369], [0.639, -1.246, -0.888], [-1.265, 1.993, 0.535], [-0.376, 0.504, -2.145], [1.300, 0.087, 0.692], [-2.828, -2.024, -0.204], [0.917, 0.815, -2.016], [0.146, 0.608, 1.198], [-1.052, 0.863, 0.589], [1.318, -0.408, -0.805], [-1.908, 0.072, 0.097], [2.318, -0.782, -0.920], [0.178, 1.008, 2.128], [-1.691, -1.589, 0.368]], "lowdin_charge": [0.063, 0.020, 0.151, -0.143, -0.518, -0.139, 0.753, 0.065, -0.397, -0.507, -0.334, 0.070, 0.159, 0.757]}

---

Entry 15:
{"formula": "C3H6N2OS2", "method": "ωB97M-V/def2-TZVPD", "smiles": "CC(=S)O/N=C\\NS", "orbital_gap_ev": 9.0, "relative_energy_kcal_mol": 79.46, "multiplicity": 1, "homo_energy_ev": -8.56, "species": ["O", "H", "S", "H", "N", "H", "N", "C", "S", "C", "H", "H", "H", "C"], "coordinates": [[-0.573, 0.282, -0.001], [-1.783, 2.231, 0.981], [-2.975, -0.829, -0.060], [-1.728, 2.439, -0.756], [1.926, 0.183, 0.165], [3.976, 0.596, 1.071], [-0.072, -1.043, 0.043], [-1.936, 0.397, -0.064], [3.541, 0.188, -0.183], [-2.256, 1.861, 0.056], [-3.357, 2.023, -0.004], [1.384, 0.995, -0.147], [1.822, -1.891, 0.130], [1.234, -0.989, 0.201]], "lowdin_charge": [-0.193, 0.088, 0.737, 0.097, -0.464, -0.111, 0.045, -0.899, 0.762, -0.099, 0.085, 0.095, 0.110, -0.252]}

---

Entry 16:
{"formula": "C3H6N2OSi", "method": "ωB97M-V/def2-TZVPD", "orbital_gap_ev": 10.2, "relative_energy_kcal_mol": 15.86, "multiplicity": 1, "homo_energy_ev": -9.17, "species": ["H", "C", "C", "O", "H", "H", "N", "H", "H", "Si", "N", "H", "C"], "coordinates": [[2.536, -1.944, -0.047], [1.212, -0.485, -0.968], [0.742, -1.292, 1.016], [-0.759, 0.786, -1.100], [1.617, -0.351, -1.878], [-2.563, 2.434, -0.622], [0.045, -0.075, -0.507], [-0.896, 2.734, 0.578], [0.610, -2.108, 1.817], [-1.660, 1.550, 0.170], [-0.256, -0.487, 0.661], [-2.333, 0.578, 0.887], [1.704, -1.341, -0.007]], "lowdin_charge": [0.069, -0.037, -0.138, -0.209, 0.094, -0.075, -0.301, -0.062, 0.133, 0.649, 0.008, -0.076, -0.055]}

---

Entry 17:
{"formula": "C3H6N2P", "method": "ωB97M-V/def2-TZVPD", "smiles": "C/[NH+]=N/C=C=P", "orbital_gap_ev": 8.1, "relative_energy_kcal_mol": 40.54, "multiplicity": 1, "homo_energy_ev": -14.08, "charge": 1, "species": ["N", "H", "H", "H", "C", "H", "C", "N", "H", "P", "C", "H"], "coordinates": [[-0.544, -0.270, -0.243], [1.600, -1.828, -0.130], [-2.382, 0.520, -1.003], [-2.144, 0.596, 0.704], [2.972, -0.311, -0.023], [4.587, 0.027, 1.415], [1.717, -0.697, -0.163], [0.609, 0.182, -0.293], [-0.612, -1.233, -0.061], [4.457, 0.340, -0.059], [-1.555, 0.713, -0.184], [-0.902, 1.663, -0.424]], "lowdin_charge": [-0.022, 0.141, 0.145, 0.091, -0.476, -0.032, -0.196, 0.112, 0.159, 0.941, -0.016, 0.154]}

---

Entry 18:
{"formula": "C3H6N2S", "method": "ωB97M-V/def2-TZVPD", "smiles": "S/N=C\\[C@@H]1CN1", "orbital_gap_ev": 9.6, "relative_energy_kcal_mol": 112.51, "multiplicity": 1, "homo_energy_ev": -8.85, "species": ["H", "H", "N", "H", "N", "H", "C", "C", "C", "H", "H", "S"], "coordinates": [[-1.437, -1.777, -0.755], [0.179, 1.859, 3.287], [-0.460, -0.250, -1.733], [0.571, -0.532, -2.122], [0.994, 1.140, 1.179], [0.231, -1.895, -0.636], [0.944, 0.392, 0.095], [-0.653, -1.215, -0.708], [-0.511, 0.145, -0.316], [-1.250, 0.633, 0.266], [1.846, -0.014, -0.558], [-0.454, 1.514, 2.001]], "lowdin_charge": [0.048, -0.061, 0.008, 0.150, -0.395, 0.127, -0.198, -0.210, -0.357, 0.024, 0.156, 0.707]}

---

Entry 19:
{"formula": "C3H6N2S", "method": "ωB97M-V/def2-TZVPD", "smiles": "C/C=N/NC=S", "orbital_gap_ev": 9.2, "relative_energy_kcal_mol": 43.66, "multiplicity": 1, "homo_energy_ev": -8.47, "species": ["H", "C", "H", "H", "C", "H", "S", "N", "C", "N", "H", "H"], "coordinates": [[-2.280, 1.262, 0.384], [-1.450, 0.618, 0.131], [2.509, -1.808, -0.092], [-0.389, 2.354, -0.107], [2.649, -0.733, -0.031], [3.457, -0.501, 0.674], [-1.675, -0.959, -0.092], [-0.316, 1.355, 0.088], [1.369, -0.072, 0.343], [0.943, 0.897, -0.407], [2.957, -0.221, -0.996], [0.761, -0.380, 1.193]], "lowdin_charge": [0.054, -0.766, 0.074, 0.136, -0.074, 0.076, 0.617, -0.113, -0.238, 0.039, 0.098, 0.097]}

---

Entry 20:
{"formula": "C3H6N2S2", "method": "ωB97M-V/def2-TZVPD", "smiles": "CN(C=S)C(N)=S", "orbital_gap_ev": 8.4, "relative_energy_kcal_mol": 4.64, "multiplicity": 1, "homo_energy_ev": -8.79, "species": ["C", "S", "N", "H", "S", "H", "H", "N", "H", "H", "C", "H", "C"], "coordinates": [[-1.132, 0.388, 0.077], [-2.491, -0.483, -0.291], [0.143, -0.172, 0.163], [-0.462, 2.134, 0.889], [2.802, 0.050, -0.166], [0.573, -2.143, -0.472], [1.170, -1.705, 1.145], [-1.160, 1.719, 0.289], [-2.092, 2.167, 0.267], [1.009, 1.607, -0.483], [0.314, -1.605, 0.422], [-0.623, -1.991, 0.849], [1.247, 0.558, -0.173]], "lowdin_charge": [-0.898, 0.653, -0.217, 0.105, 0.654, 0.084, 0.079, 0.071, 0.116, 0.077, -0.101, 0.058, -0.682]}